{"formula": "C13H21Br12FGaO3", "method": "ωB97M-V/def2-TZVPD", "orbital_gap_ev": 6.464, "fmax_ev_per_a": 1.40, "total_charge": -1, "e_lumo_ev": 1.4, "energy_ha": -33646.50749, "symbols": ["C", "C", "C", "C", "Ga", "C", "C", "C", "O", "O", "C", "C", "O", "F", "H", "H", "H", "H", "H", "H", "H", "H", "H", "H", "H", "H", "H", "H", "H", "H", "H", "C", "Br", "Br", "Br", "H", "C", "Br", "Br", "Br", "H", "C", "Br", "Br", "Br", "H", "C", "Br", "Br", "Br", "H"], "coordinates": [[2.643, -1.733, 1.839], [1.945, -0.523, 1.199], [2.464, -0.233, -0.230], [3.155, 1.136, -0.255], [1.041, -0.170, -1.676], [-0.452, 1.160, -1.223], [-1.060, 1.137, 0.195], [-1.993, -0.009, 0.429], [-3.184, 0.116, 0.653], [-1.411, -1.244, 0.363], [0.255, -2.038, -2.212], [0.950, -3.229, -1.748], [0.708, -3.947, -0.805], [2.047, -3.562, -2.517], [2.323, -2.649, 1.342], [3.727, -1.637, 1.761], [2.410, -1.803, 2.905], [2.181, 0.341, 1.829], [0.877, -0.731, 1.226], [3.207, -0.988, -0.495], [2.431, 1.920, -0.031], [3.577, 1.356, -1.237], [3.957, 1.193, 0.493], [1.741, 0.385, -3.033], [-1.260, 1.082, -1.954], [-0.018, 2.153, -1.360], [-1.684, 2.022, 0.355], [-0.289, 1.148, 0.967], [-1.659, -1.750, 1.145], [-0.781, -2.112, -1.899], [0.290, -2.048, -3.304], [6.562, -2.747, -1.403], [4.840, -3.581, -1.357], [7.861, -3.822, -2.348], [6.464, -0.969, -2.128], [6.915, -2.657, -0.387], [-5.446, 1.901, 2.293], [-4.899, 3.733, 2.110], [-5.597, 1.383, 4.141], [-7.073, 1.551, 1.329], [-4.669, 1.292, 1.844], [2.699, 5.345, 1.006], [1.164, 4.203, 0.842], [4.352, 4.388, 0.777], [2.587, 6.851, -0.193], [2.697, 5.742, 2.010], [-9.315, -1.439, -0.129], [-10.617, -2.846, -0.320], [-7.546, -2.043, -0.561], [-9.803, 0.112, -1.159], [-9.313, -1.144, 0.910]], "forces_ev_per_angstrom": [[-0.16, 0.26, 0.02], [0.75, -0.49, -0.04], [-0.45, 0.28, 0.08], [0.00, -0.37, -0.03], [0.29, 0.02, -0.27], [0.16, -0.42, 0.26], [-0.45, 0.49, -0.45], [-0.63, -0.10, 0.22], [0.69, -0.19, 0.16], [0.38, 0.62, 0.28], [0.06, -0.56, -0.56], [-0.75, -0.28, 1.15], [0.47, 0.57, -0.77], [-0.02, 0.08, -0.02], [0.12, -0.11, 0.00], [0.08, -0.05, -0.11], [-0.11, -0.14, 0.01], [-0.34, 0.14, 0.07], [-0.10, 0.23, 0.07], [0.05, -0.15, -0.04], [0.08, 0.07, 0.02], [0.06, 0.03, -0.03], [0.05, 0.11, 0.02], [-0.06, -0.03, 0.02], [-0.06, 0.03, -0.04], [0.09, 0.03, -0.07], [-0.01, 0.05, 0.07], [0.11, -0.25, 0.00], [-0.43, -0.29, -0.23], [-0.03, 0.08, 0.22], [0.11, 0.23, 0.02], [-0.09, -0.03, 0.09], [0.05, 0.04, -0.06], [0.02, -0.01, 0.00], [-0.01, 0.02, 0.00], [0.04, 0.00, 0.00], [0.15, -0.14, -0.08], [-0.01, 0.03, 0.02], [-0.01, 0.02, 0.00], [-0.05, 0.03, -0.03], [0.00, -0.02, -0.04], [-0.01, -0.04, 0.02], [-0.04, 0.10, 0.02], [-0.07, 0.04, 0.00], [0.00, 0.01, -0.01], [0.01, 0.02, 0.01], [0.10, -0.02, -0.01], [-0.01, 0.00, 0.00], [-0.03, 0.00, 0.00], [0.00, 0.02, 0.02], [0.00, 0.01, 0.02]]}